Entry 1:
{
  "formula": "C6H12O",
  "method": "ωB97M-V with the def2-TZVPD basis set",
  "symbols": ["C", "C", "C", "C", "C", "C", "O", "H", "H", "H", "H", "H", "H", "H", "H", "H", "H", "H", "H"],
  "xyz": [[1.36770, -1.94572, 0.20908], [0.20482, -0.98117, 0.17375], [-0.72716, -1.16521, -0.99785], [0.05303, -0.07702, 1.15588], [-0.33302, 1.37123, 0.94098], [-1.44956, 1.79803, -0.00280], [0.92467, 1.80943, 0.39967], [1.78694, -2.03600, -0.80322], [2.17328, -1.57427, 0.85150], [1.08128, -2.94999, 0.53534], [-0.98995, -2.23075, -1.03054], [-0.27653, -0.92059, -1.96868], [-1.65408, -0.60165, -0.88906], [0.69378, -0.17607, 2.03422], [-0.46090, 1.88054, 1.90343], [-1.20613, 1.49235, -1.02335], [-1.48950, 2.89236, 0.00273], [-2.43762, 1.41059, 0.27305], [1.18632, 0.99593, -0.08533]],
  "mulliken_charge": [-1.3692, 0.8070, -1.3595, -0.7457, 0.4951, -1.4084, -0.5754, 0.3388, 0.3789, 0.3408, 0.3957, 0.3325, 0.3613, 0.2914, 0.3445, 0.2662, 0.3667, 0.3054, 0.4341],
  "total_charge": 0,
  "de_lowest_kj_mol": 154.7,
  "smiles": "CC(C)=C[C@H](C)O",
  "e_homo_ev": -8.96,
  "orbital_gap_ev": 9.867,
  "max_force_ev_per_a": 1.187
}

---

Entry 2:
{
  "formula": "C56H59F3N4O2",
  "method": "ωB97M-V with the def2-TZVPD basis set",
  "symbols": ["C", "C", "C", "C", "C", "C", "C", "C", "C", "C", "C", "C", "N", "N", "N", "C", "C", "C", "C", "C", "C", "C", "C", "C", "C", "C", "C", "C", "C", "C", "C", "C", "C", "F", "F", "F", "C", "C", "C", "C", "H", "H", "H", "H", "H", "H", "H", "H", "H", "H", "H", "H", "H", "H", "H", "H", "H", "H", "H", "H", "H", "H", "H", "H", "H", "H", "H", "H", "H", "H", "H", "H", "H", "H", "H", "H", "H", "H", "H", "H", "C", "C", "C", "C", "C", "C", "C", "O", "C", "C", "C", "C", "C", "C", "N", "C", "C", "C", "C", "C", "C", "C", "C", "C", "O", "H", "H", "H", "H", "H", "H", "H", "H", "H", "H", "H", "H", "H", "H", "H", "H", "H", "H", "H"],
  "xyz": [[4.48607, 3.43275, 2.29535], [3.77701, 2.63218, 3.38085], [3.91831, 3.27052, 4.76474], [4.26028, 1.17972, 3.37890], [5.57071, 0.89366, 3.75107], [6.00997, -0.41874, 3.89903], [5.12369, -1.47272, 3.67654], [3.80703, -1.22544, 3.29933], [2.80748, -2.36600, 3.13007], [3.02107, -3.51284, 4.12117], [2.81345, -2.86179, 1.69020], [3.40514, 0.10790, 3.08773], [2.03169, 0.39191, 2.73103], [1.13458, 0.45826, 3.75093], [-0.03470, 0.83394, 3.17484], [-1.20087, 1.04373, 4.01212], [-1.46157, 2.32655, 4.52104], [-0.49466, 3.49000, 4.32290], [0.00229, 4.01688, 5.67104], [-1.09746, 4.59770, 3.46100], [-2.64845, 2.53417, 5.22592], [-3.54907, 1.49214, 5.43098], [-3.24992, 0.21379, 4.96207], [-2.04553, -0.03699, 4.30494], [-1.67718, -1.45168, 3.87850], [-2.34738, -1.81625, 2.55812], [-1.96027, -2.48824, 4.97006], [0.10659, 0.93391, 1.79534], [-0.99833, 1.10387, 0.89370], [-0.94510, 0.56570, -0.42007], [-1.98176, 0.73114, -1.31526], [-3.10364, 1.45242, -0.94023], [-4.20556, 1.62204, -1.92885], [-5.17502, 2.47906, -1.51418], [-3.74852, 2.08626, -3.13558], [-4.84062, 0.41611, -2.18957], [-3.21816, 1.99548, 0.33458], [-2.19877, 1.78138, 1.24884], [1.43129, 0.68872, 1.47517], [2.04768, 0.69237, 0.22829], [4.30882, 2.96198, 1.32298], [4.11462, 4.46124, 2.24714], [5.56622, 3.46046, 2.47969], [2.70806, 2.60817, 3.14492], [3.37306, 2.68003, 5.51114], [4.96733, 3.33090, 5.08000], [3.49767, 4.28254, 4.76390], [6.24032, 1.72338, 3.97471], [7.02932, -0.62136, 4.23210], [5.45426, -2.49822, 3.83978], [1.82514, -1.92690, 3.35596], [3.06013, -3.13459, 5.14792], [2.18892, -4.22160, 4.05322], [3.94587, -4.06325, 3.91843], [2.62504, -2.03301, 1.00064], [3.79275, -3.29322, 1.44658], [2.04972, -3.62930, 1.52684], [0.36537, 3.07512, 3.78695], [0.44296, 3.19827, 6.25160], [0.76758, 4.78618, 5.52097], [-0.81436, 4.44809, 6.26334], [-1.39026, 4.20613, 2.48027], [-1.98749, 5.03472, 3.93042], [-0.36205, 5.39344, 3.30190], [-2.86002, 3.52665, 5.62554], [-4.46931, 1.67177, 5.99572], [-3.95114, -0.60540, 5.12899], [-0.59234, -1.42390, 3.71984], [-2.11600, -1.07012, 1.78939], [-1.99162, -2.79027, 2.20537], [-3.43883, -1.85630, 2.66671], [-1.52124, -2.16976, 5.92092], [-3.03413, -2.64234, 5.12217], [-1.50930, -3.44515, 4.68741], [-0.06399, -0.00238, -0.71493], [-1.91934, 0.30501, -2.30924], [-4.08826, 2.57616, 0.61170], [-2.32988, 2.15526, 2.26409], [1.53857, 1.16123, -0.60950], [3.11500, 0.47842, 0.20631], [4.33204, 0.41296, -8.54377], [3.34828, -0.32372, -7.87954], [2.43794, 0.36498, -7.09008], [2.49362, 1.75701, -6.94818], [3.45183, 2.50193, -7.62557], [4.38025, 1.82120, -8.42159], [1.46358, 2.21638, -5.96385], [1.18726, 3.37031, -5.66604], [0.81111, 0.95797, -5.47336], [-0.22784, 0.94406, -4.59738], [-1.09555, -0.22167, -4.50697], [-0.56485, -1.44163, -4.04945], [-1.36641, -2.53759, -3.83338], [-2.76178, -2.47446, -4.10213], [-3.55255, -3.55214, -3.84391], [-3.05398, -4.69383, -3.10838], [-1.61351, -5.01162, -3.47432], [-0.71743, -3.78556, -3.33862], [-4.99340, -3.46879, -3.90928], [-5.43121, -2.60159, -5.08121], [-4.75059, -1.22937, -5.07850], [-3.30871, -1.28515, -4.67196], [-2.47907, -0.18153, -4.82618], [1.37528, -0.21037, -6.22078], [1.08554, -1.40317, -6.18676], [5.05223, -0.10669, -9.17599], [3.25457, -1.40533, -7.95257], [3.44044, 3.58549, -7.51806], [5.13920, 2.37997, -8.96996], [-0.58648, 1.89160, -4.19687], [0.50339, -1.52210, -3.88290], [-3.14704, -4.52700, -2.01657], [-3.69828, -5.54009, -3.36675], [-1.24980, -5.81023, -2.82892], [-1.56523, -5.36880, -4.50743], [0.20285, -3.94550, -3.91564], [-0.42902, -3.65043, -2.28384], [-5.34965, -4.49537, -4.04370], [-5.42570, -3.11074, -2.95104], [-5.18505, -3.12174, -6.01390], [-6.51683, -2.47836, -5.03978], [-4.81704, -0.78855, -6.08426], [-5.31001, -0.55692, -4.41044], [-2.87133, 0.73454, -5.27470]],
  "mulliken_charge": [-1.4957, 1.5159, -1.4280, 0.7871, -0.3610, -1.4499, -0.5345, 0.3990, 1.9203, -1.9195, -1.3401, -1.5193, 2.3589, -1.0026, 2.0681, -2.4177, 1.0661, 1.8467, -1.5962, -1.3998, -0.0034, -1.5872, -0.4896, 0.8487, 1.5336, -1.2419, -1.8759, -0.8562, 0.7812, -1.2688, 0.0440, -0.0786, 0.8659, -0.3020, -0.2483, -0.2733, -1.6386, 0.3092, 1.3455, -2.6050, 0.3492, 0.4121, 0.3335, -0.6775, 0.3311, 0.3135, 0.3848, 0.3798, 0.3509, 0.2509, -0.5908, 0.4174, 0.4240, 0.3976, 0.3022, 0.2966, 0.3660, -0.8744, 0.3680, 0.3850, 0.3612, 0.3240, 0.3089, 0.4426, 0.3899, 0.3352, 0.3540, -0.3076, 0.1519, 0.4396, 0.2743, 0.4027, 0.3554, 0.4453, 0.8867, -0.0532, 0.5309, 0.6163, 0.6430, 0.3367, -0.5012, -0.2798, -0.0066, 0.0053, -0.4382, -0.4039, -0.5155, -0.6522, 0.1846, -0.5085, 0.1062, -0.1624, 0.6441, 0.2382, 0.0056, -0.6095, -0.9427, -1.0034, -0.6165, -0.9071, -0.6017, 0.6676, -0.8560, 0.7169, -0.6772, 0.3867, 0.4565, 0.4589, 0.3790, 0.6207, 0.5323, 0.2599, 0.4118, 0.3988, 0.3119, 0.4252, 0.2653, 0.4025, 0.2544, 0.3066, 0.4018, 0.4006, 0.1149, 0.4118],
  "total_charge": 0,
  "de_lowest_kj_mol": 44.9,
  "e_homo_ev": -6.26,
  "orbital_gap_ev": 5.794,
  "max_force_ev_per_a": 2.955
}

---

Entry 3:
{
  "formula": "CH9NO3",
  "method": "ωB97M-V with the def2-TZVPD basis set",
  "symbols": ["C", "N", "H", "H", "H", "O", "H", "H", "O", "H", "H", "O", "H", "H"],
  "xyz": [[-0.20853, 2.83271, -1.13979], [0.35458, 1.77661, -1.53590], [-1.15400, 3.18702, -1.53692], [0.22722, 3.40245, -0.34539], [1.21980, 1.62879, -1.03218], [-1.34411, -0.75068, -1.02709], [-0.51872, -0.26963, -1.18676], [-1.96480, -0.23789, -1.55534], [1.31875, -3.32809, 0.89071], [1.11394, -2.38655, 0.92847], [2.20930, -3.44055, 1.23702], [-0.13009, -1.02008, 2.14463], [-0.09389, -0.06370, 2.14045], [-1.02946, -1.33039, 2.01808]],
  "mulliken_charge": [-0.2084, -0.5255, 0.2596, 0.2215, 0.2374, -0.6325, 0.3685, 0.2910, -0.6312, 0.3171, 0.3132, -0.6303, 0.3014, 0.3182],
  "total_charge": 0,
  "de_lowest_kj_mol": 90.6,
  "smiles": "C=N.O.O.O",
  "e_homo_ev": -10.76,
  "orbital_gap_ev": 11.249,
  "max_force_ev_per_a": 0.883
}